Entry from the Open Molecules 2025 dataset: a molecular structure, C37H31N4O3PdSTe (ωB97M-V/def2-TZVPD).

Kohn-Sham gap (eV): 6.30
Net charge: -1

Geometry (Å):
Te 3.41581 3.47129 0.57718
Pd 0.70786 -0.91384 -1.38561
S 0.18122 -2.97552 -0.58341
O -1.64940 0.54838 -0.75400
O -5.34289 0.46633 -0.77032
O 1.33738 0.84992 -2.19253
N 0.63666 -1.80232 -3.15957
N 0.41816 -3.17192 -3.27313
N -0.07433 -5.09873 -2.16267
N 0.87901 -0.08450 0.48720
C 1.77588 -0.28678 4.83540
C -4.01548 -0.62569 -2.38823
C -3.58116 -1.46867 -5.00378
C 1.32830 1.13105 -3.45085
C -3.46823 -0.64259 0.13911
C 1.70226 2.19803 0.53416
C 0.03794 1.37046 4.89564
C -2.76881 -1.93437 -3.98006
C -2.98098 -1.51064 -2.67558
C 5.02022 2.14407 2.82591
C 0.77672 -1.19168 -4.28037
C 1.37320 1.93030 -6.18290
C 1.63313 2.46316 -3.84314
C 3.15549 3.42518 3.62973
C -1.93519 -1.42371 2.29986
C 1.08800 0.63402 -5.83378
C -3.86217 -2.67185 3.33956
C -4.33656 -0.18327 -0.98611
C -2.08653 -0.20863 0.14202
C 0.04366 -0.21927 1.46564
C -1.32389 -0.66514 1.28674
C 1.64964 2.84776 -5.15809
C 5.35028 1.80571 4.13226
C 3.48050 3.07886 4.93331
C 4.58124 2.27317 5.18750
C -4.00857 -1.38975 1.15007
C 1.06275 0.68085 5.52869
C -0.27933 1.08659 3.57554
C -4.61413 -0.58263 -4.72370
C -3.25125 -1.82148 2.25467
C 0.44099 0.12742 2.87056
C 1.46825 -0.55932 3.51102
C 1.05518 0.20317 -4.49441
C -4.83116 -0.16841 -3.41994
C 2.08844 0.73093 0.64387
C 3.92319 2.96039 2.56482
C 0.21269 -3.75104 -2.13690
H 1.38300 2.23651 -7.22016
H 2.57376 -0.83015 5.32600
H 1.30512 0.89557 6.56231
H 1.04881 2.49987 1.35227
H 0.87437 -0.09740 -6.60643
H 0.68244 -1.81811 -5.16513
H 2.76928 0.47641 -0.16504
H -3.35639 -3.63612 3.43467
H 2.29806 4.05844 3.43788
H 1.84288 3.17118 -3.05076
H -5.06111 -1.65581 1.09750
H -2.34090 -1.87104 -1.88103
H 2.59426 0.54355 1.59145
H -5.24862 -0.21719 -5.52217
H 6.20571 1.16912 4.32232
H -3.40829 -1.79549 -6.02259
H 0.10173 -5.59648 -1.30758
H -4.91256 -2.87480 3.12500
H 0.19737 -5.57143 -3.00922
H -1.32902 -1.72338 3.15089
H -0.52573 2.12199 5.43450
H -1.96366 -2.62692 -4.19002
H 1.87809 3.87818 -5.40617
H -5.63037 0.51802 -3.17368
H 2.86854 3.43753 5.75144
H 4.83406 2.00410 6.20568
H 1.19524 2.37533 -0.41207
H 2.01329 -1.32222 2.96735
H -3.81637 -2.18235 4.31636
H 5.61361 1.76582 2.00307
H -1.10061 1.59197 3.08196